Entry 1:
A molecular structure, C36H35CaClI2N11O3P. Source: the Open Molecules 2025 dataset; level of theory: ωB97M-V/def2-TZVPD.

```
90
Properties=species:S:1:pos:R:3:forces:R:3:lowdin_charge:R:1
Ca -0.530 0.376 0.226 -1.2 -1.1 -2.0 1.298
I -3.176 7.752 0.201 0.1 -0.3 0.0 0.787
C -2.519 5.774 0.545 -0.2 0.4 0.0 -0.737
C -3.087 5.040 1.573 0.0 0.0 0.0 -0.243
C -2.644 3.750 1.771 0.1 -0.5 0.1 -0.611
I -3.446 2.558 3.315 0.0 0.2 -0.2 0.855
C -1.641 3.124 0.985 -0.4 0.4 0.3 -0.458
O -1.265 1.915 1.215 -1.1 2.9 1.4 -0.361
C -1.098 3.924 -0.062 0.0 -0.2 0.1 -0.158
C -0.029 3.322 -0.942 -0.1 0.1 0.2 -0.159
N -0.475 2.071 -1.568 0.1 0.3 -0.4 -0.128
C -1.462 2.326 -2.598 -0.1 0.0 0.0 -0.150
C -2.137 1.076 -3.093 0.0 0.0 -0.1 -0.248
C -2.709 1.028 -4.364 0.0 -0.1 0.0 -0.021
C -3.354 -0.128 -4.765 0.0 0.0 0.0 -0.067
C -3.404 -1.207 -3.892 0.0 0.1 0.0 -0.063
C -2.808 -1.065 -2.652 -0.1 -0.1 0.0 -0.148
N -2.193 0.045 -2.257 0.1 0.1 0.1 0.106
C -1.540 5.221 -0.264 0.0 0.0 0.0 -0.131
H -3.863 5.455 2.200 0.0 0.0 0.0 0.078
H 0.845 3.069 -0.343 0.0 0.0 -0.1 0.098
H 0.274 4.070 -1.690 0.0 0.0 0.0 0.121
H 0.347 1.618 -1.978 0.0 0.2 -0.1 0.066
H -1.045 2.875 -3.456 0.0 0.0 0.0 0.125
H -2.238 2.969 -2.167 0.0 0.0 0.0 0.137
H -2.651 1.884 -5.024 0.0 0.0 0.0 0.113
H -3.810 -0.193 -5.745 0.0 0.0 0.0 0.106
H -3.894 -2.131 -4.168 0.0 0.0 0.0 0.100
H -2.822 -1.881 -1.934 0.0 0.0 0.0 0.102
H -1.102 5.807 -1.063 0.0 0.0 0.0 0.096
C 0.703 -5.062 -0.205 0.1 -0.1 0.1 -0.038
N 0.403 -3.745 -0.727 -0.1 0.2 0.1 -0.125
C 0.717 -3.276 -1.969 0.0 0.0 -0.1 -0.041
C 0.288 -1.979 -2.002 0.1 -0.1 -0.1 -0.139
N -0.267 -1.646 -0.805 0.4 -1.4 -0.5 -0.043
C -0.183 -2.719 -0.044 0.1 -0.5 -0.2 -0.465
P -0.887 -2.984 1.615 0.0 0.2 0.0 1.185
C -2.413 -2.022 1.339 -0.4 -0.2 -0.1 -0.452
N -2.502 -0.841 0.757 -0.7 -0.7 0.3 -0.021
C -3.825 -0.541 0.691 -0.1 0.0 0.1 -0.131
C -4.558 -1.556 1.243 0.0 0.1 0.0 -0.049
N -3.655 -2.497 1.653 0.2 0.0 0.0 -0.128
C -3.951 -3.759 2.301 0.0 -0.1 0.1 -0.039
C -0.035 -1.726 2.610 0.0 0.0 0.2 -0.458
N -0.200 -0.433 2.425 0.2 -0.4 0.8 -0.003
C 0.360 0.191 3.496 0.0 -0.1 0.1 -0.102
C 0.885 -0.746 4.344 -0.1 0.1 0.0 -0.036
N 0.632 -1.965 3.775 0.0 0.0 -0.1 -0.120
C 1.016 -3.256 4.306 -0.1 -0.2 0.1 -0.030
H 1.160 -5.659 -0.990 0.0 0.0 0.0 0.092
H 1.398 -4.986 0.631 0.0 0.0 -0.1 0.086
H -0.204 -5.557 0.136 0.0 0.0 0.0 0.078
H 1.203 -3.894 -2.704 0.0 0.0 0.0 0.123
H 0.340 -1.271 -2.814 0.0 0.0 0.0 0.108
H -4.168 0.384 0.257 0.0 0.0 0.0 0.113
H -5.618 -1.686 1.377 0.0 0.0 0.0 0.119
H -5.026 -3.854 2.430 0.0 0.0 0.0 0.090
H -3.591 -4.593 1.699 0.0 0.0 0.0 0.082
H -3.477 -3.810 3.280 0.0 0.0 0.0 0.086
H 0.340 1.264 3.582 0.0 0.0 0.0 0.117
H 1.408 -0.644 5.280 0.0 -0.1 0.0 0.125
H 1.752 -3.116 5.093 0.0 0.0 0.0 0.093
H 0.153 -3.775 4.726 0.0 0.0 0.0 0.089
H 1.450 -3.874 3.522 0.0 0.0 0.0 0.080
Cl 5.284 1.948 4.640 0.0 0.0 0.1 0.626
C 4.148 1.568 3.373 0.0 0.0 0.0 -0.684
C 3.271 2.560 2.910 0.1 -0.1 0.1 -0.097
C 2.381 2.281 1.914 -0.2 -0.1 -0.1 -0.010
C 2.296 0.995 1.283 0.8 0.0 0.1 -0.364
O 1.465 0.787 0.341 2.3 0.3 0.3 -0.249
C 3.208 -0.003 1.795 -0.5 0.5 -0.1 -0.136
C 3.260 -1.362 1.325 0.5 -0.3 -0.3 -0.236
O 2.729 -1.869 0.347 -0.2 0.0 0.0 -0.008
C 4.105 0.317 2.832 0.0 -0.1 0.0 -0.091
H 3.300 3.544 3.362 0.0 0.0 0.0 0.108
H 1.673 3.039 1.599 0.0 0.0 0.0 0.110
H 3.951 -1.999 1.927 -0.1 0.0 0.1 0.117
H 4.788 -0.447 3.187 0.0 0.0 0.0 0.107
N 4.691 -1.493 -2.716 -0.1 -0.1 0.0 0.136
C 4.048 -0.336 -3.063 0.1 0.2 -0.2 -0.365
C 2.838 0.036 -2.450 -0.1 0.0 0.1 -0.078
N 2.165 1.094 -2.851 0.0 0.0 0.0 0.072
C 2.692 1.831 -3.835 0.0 0.0 -0.1 -0.139
C 3.908 1.494 -4.396 0.0 0.0 0.0 -0.134
N 4.587 0.410 -4.024 0.0 -0.1 0.1 0.114
H 4.470 -1.904 -1.825 0.0 0.0 0.1 0.082
H 5.634 -1.583 -3.051 0.1 0.0 0.1 0.094
H 2.439 -0.528 -1.614 0.0 0.0 0.0 0.077
H 2.131 2.699 -4.159 0.1 0.0 0.0 0.097
H 4.368 2.106 -5.163 -0.1 0.0 0.0 0.101
```
Forces are in eV/Å.

* orbital gap: 6.94 eV
* E: -116889.539 eV
* spin multiplicity: 1
* HOMO: -6.852 eV

---

Entry 2:
A single C2H2NPS molecule. Source: the Open Molecules 2025 dataset; level of theory: ωB97M-V/def2-TZVPD.

```
7
Properties=species:S:1:pos:R:3:forces:R:3:lowdin_charge:R:1
C 1.176 -0.218 0.278 0.1 -0.3 0.1 -0.368
C -1.283 0.949 -0.973 1.4 0.2 0.5 -0.373
N 0.604 -1.055 0.943 0.7 0.7 -0.5 -0.677
P 0.166 1.419 -0.595 -1.0 -0.1 -0.3 0.791
S -0.620 -1.712 1.609 -1.0 -0.5 0.3 0.639
H 2.220 -0.135 0.053 0.3 0.0 0.0 0.058
H -2.262 0.751 -1.314 -0.6 -0.1 -0.1 -0.070
```
Forces are in eV/Å.

* orbital gap (spin up / spin down): 7.21 / 7.22 eV
* E: -23715.730 eV
* spin multiplicity: 1
* SMILES string: C#P=CN=S
* HOMO (spin up / spin down): -8.310 / -8.359 eV

---

Entry 3:
A molecular structure, C2H3CuO2. Source: the Open Molecules 2025 dataset; level of theory: ωB97M-V/def2-TZVPD.

```
8
Properties=species:S:1:pos:R:3:forces:R:3:lowdin_charge:R:1
O 0.713 1.000 0.194 -0.5 4.1 -2.0 -0.193
O 0.622 -1.327 -0.510 -1.9 0.9 -1.9 -0.363
C -0.540 0.410 0.448 -0.9 -0.6 -2.9 -0.231
C -0.636 -0.573 -0.488 2.0 -3.2 4.9 -0.218
H -1.291 0.779 1.143 0.4 0.6 -0.3 0.100
H 0.438 1.366 -0.802 2.0 -1.3 4.0 0.206
H -1.573 -1.157 -0.443 0.5 -0.1 -0.9 0.097
Cu 2.268 -0.499 0.459 -1.6 -0.4 -0.9 0.603
```
Forces are in eV/Å.

* orbital gap: 6.18 eV
* E: -50851.988 eV
* spin multiplicity: 1
* HOMO: -7.257 eV

---

Entry 4:
A single C5H9F molecule. Source: the Open Molecules 2025 dataset; level of theory: ωB97M-V/def2-TZVPD.

```
15
Properties=species:S:1:pos:R:3:forces:R:3:lowdin_charge:R:1
C -0.824 -0.113 0.461 -0.7 -0.1 1.2 -0.316
C -0.040 1.165 0.352 0.2 3.1 -1.5 -0.178
C 1.214 0.867 -0.407 -0.7 -4.6 -0.6 -0.166
C 1.544 -0.654 0.082 -1.7 2.4 1.4 -0.141
C 0.110 -1.232 0.029 0.7 -0.4 -0.4 -0.146
H -1.202 -0.220 1.505 0.0 -0.2 -0.8 0.151
H -0.601 1.940 -0.264 0.2 -1.0 0.9 0.138
H 0.329 1.748 1.202 -0.9 -0.7 0.8 0.117
H 1.984 1.569 -0.380 1.2 1.0 0.1 0.084
H 0.922 0.596 -1.423 0.3 0.8 -0.4 0.108
H 2.144 -1.152 -0.597 1.5 -0.9 -1.3 0.069
H 1.997 -0.673 1.077 -0.1 0.0 0.0 0.103
H -0.061 -2.255 0.377 0.1 0.4 1.1 0.114
H -0.031 -1.448 -1.012 -0.5 0.5 -1.0 0.105
F -1.945 -0.033 -0.399 0.4 -0.2 0.4 -0.043
```
Forces are in eV/Å.

* orbital gap: 12.00 eV
* E: -8047.762 eV
* spin multiplicity: 1
* SMILES string: FC1CCCC1
* HOMO: -10.862 eV

---

Entry 5:
2 unconnected molecules or ions with the total composition C2H7N3O2. Source: the Open Molecules 2025 dataset; level of theory: ωB97M-V/def2-TZVPD.

```
14
Properties=species:S:1:pos:R:3:forces:R:3:lowdin_charge:R:1
C 1.070 -0.387 -1.072 -1.0 -0.3 -3.2 -0.034
C -0.743 0.279 0.202 0.1 -0.6 -0.3 -0.341
N -0.400 1.432 0.674 4.2 0.9 4.1 0.103
N -0.774 -0.763 1.055 1.2 1.9 3.4 0.121
N 1.780 -0.244 0.034 0.4 -1.0 1.4 -0.541
O 2.098 0.894 0.440 0.9 0.9 0.1 -0.075
O 1.922 -1.242 0.783 0.0 0.1 0.2 -0.051
H 0.713 -1.400 -1.267 0.5 0.2 0.2 0.084
H 1.354 0.153 -2.017 -0.5 0.1 1.6 0.109
H -1.351 0.271 -0.631 -1.2 -0.3 -1.7 0.117
H -0.521 2.384 0.449 -0.8 0.4 -1.5 0.103
H 0.638 1.390 1.202 -2.6 -0.2 -1.5 0.175
H -0.180 -0.526 1.923 -1.3 -0.7 -1.7 0.152
H -0.599 -1.697 0.824 0.1 -1.3 -1.1 0.080
```
Forces are in eV/Å.

* orbital gap: 9.33 eV
* E: -10747.770 eV
* spin multiplicity: 1
* HOMO: -8.519 eV